A.
Density functional theory data (ωB97M-V/def2-TZVPD) for an isolated molecule of C5H5NO.

ORCA input file:
```
! wB97M-V def2-TZVPD RIJCOSX def2/J DEFGRID3
* xyz 0 1
O 1.60048 -1.08683 -1.24656
C 1.54430 -1.02555 -0.03428
C 0.34509 -0.52902 0.69871
C -1.03881 0.99116 0.77666
C -0.77013 -0.07906 -0.17348
C -0.33035 0.71423 -1.32502
N -0.11011 1.53181 -2.11221
H 2.32702 -1.52442 0.57351
H 0.23055 -0.88858 1.71205
H -0.40120 1.85441 0.84218
H -2.05429 1.10241 1.17475
H -1.56835 -0.77941 -0.41846
*
```

Calculated values
**Frontier orbital gap (alpha / beta)**: 7.822 / 8.606 eV

Results of the Löwdin charge analysis, in e, for atoms 1 through 4: atom 1 (O): 0.039, atom 2 (C): -0.258, atom 3 (C): -0.025, atom 4 (C): 0.100

=====

B.
Density functional theory data (ωB97M-V/def2-TZVPD) for an isolated molecule of C5H5NO.

ORCA input file:
```
! wB97M-V def2-TZVPD RIJCOSX def2/J DEFGRID3
* xyz 0 1
O 0.23235 0.39765 2.01753
C 0.52070 0.31725 0.84215
C 1.81431 -0.13993 0.34058
C 2.77894 -0.56608 -0.24129
C -0.44196 0.59905 -0.26741
C -1.46687 -0.45279 -0.50867
N -1.83504 0.84505 0.03225
H 3.63302 -0.95001 -0.75702
H -0.01952 1.13263 -1.11598
H -1.46786 -1.31976 0.15033
H -1.77475 -0.64818 -1.53255
H -1.97332 0.78512 1.04009
*
```

Calculated values
**Frontier orbital gap**: 10.161 eV
**Structure (SMILES)**: C#CC(=O)[C@H]1CN1

Results of the Löwdin charge analysis, in e, for atoms 1 through 4: atom 1 (O): 0.107, atom 2 (C): -0.398, atom 3 (C): -0.026, atom 4 (C): 0.156

=====

C.
Density functional theory data (ωB97M-V/def2-TZVPD) for a cluster of 2 separate species, C5H5NO in total.

ORCA input file:
```
! wB97M-V def2-TZVPD RIJCOSX def2/J DEFGRID3
* xyz 0 1
O -2.50672 -1.51867 0.36728
C -1.66342 -2.04228 0.92079
C -0.15152 0.49179 0.74632
C 1.23482 0.85205 0.34800
C 0.20655 0.56238 -0.72140
C 0.29962 -0.64992 -1.50254
N 0.37022 -1.62146 -2.12890
H -0.25848 -0.49272 1.18950
H -0.84083 1.24843 1.11157
H 1.99164 0.09092 0.51143
H 1.56939 1.87708 0.45382
H -0.17046 1.41310 -1.28339
*
```

Calculated values
**Frontier orbital gap**: 11.772 eV

Results of the Löwdin charge analysis, in e, for atoms 1 through 4: atom 1 (O): 0.044, atom 2 (C): 0.025, atom 3 (C): -0.143, atom 4 (C): -0.101

=====

Pick the most stable structure from those above. Pick: C